1.
A molecular structure, C26H14F5N4O6PtSe at a distorted geometry. Source: the OMol25 dataset; level of theory: ωB97M-V with the def2-TZVPD basis set.

```
! RIJCOSX wB97M-V def2-TZVPD def2/J DEFGRID3
* xyz 1 1
O -2.2300 4.7580 0.3658
H 3.9279 -0.2452 5.1497
C -1.8862 3.0652 -1.2798
N 1.8653 -0.1207 1.9320
H 0.7909 2.9332 2.9985
C 1.8140 0.9269 2.8065
H -4.2759 4.9953 -3.6423
F -1.2457 -4.3506 5.6937
C -0.9392 -1.5220 3.4946
C -1.3092 -3.6077 4.6035
C -1.8786 -3.3488 2.2927
C 0.9329 2.0393 2.4066
Se -1.5647 -1.0213 0.7234
H 2.6195 -1.9482 1.4172
N 0.3263 1.8748 1.2813
O 2.0373 -1.4328 -6.6923
C -3.6103 4.4490 -2.9883
C 0.3983 -2.8401 -3.8824
F -0.5288 -0.2545 3.5681
C 1.8751 -0.9377 -4.0451
H 3.2301 0.8598 -2.7836
O 0.9241 -1.5594 -0.5626
C -2.1898 2.5781 -2.5616
C 2.6325 -1.1743 2.1737
C 2.5523 0.9054 3.9740
H -2.7170 5.5830 0.4810
F -0.3620 -1.7907 5.7616
N 1.2489 -2.1321 -6.0918
C 1.1758 -1.9619 -4.6336
O -0.5783 1.1235 -0.9605
C 2.5844 0.3079 -2.0851
H 4.0038 -2.1230 3.5100
F -2.3594 -3.8834 1.1751
O 0.5173 -2.9593 -6.5900
H -3.7866 5.8773 -1.4066
C -3.3362 4.9481 -1.7342
C -1.4391 -2.0242 2.2965
C -0.8575 -2.2945 4.6355
C 1.7942 -0.7598 -2.6598
C 0.3219 -2.6842 -2.5163
H -3.2510 2.8561 -4.3942
H -1.7341 1.6508 -2.8762
C 3.3465 -0.2055 4.2395
H -0.1381 -3.6316 -4.3860
O 2.6222 0.6198 -0.8965
N -0.5417 2.7552 0.7060
C -3.0371 3.2517 -3.4124
H 2.5080 1.7400 4.6582
C -0.9560 2.2867 -0.4512
C -2.4800 4.2702 -0.8669
C 3.3917 -1.2516 3.3341
Pt 0.6539 0.2197 0.3282
C 1.0070 -1.6405 -1.8768
C -1.8291 -4.1379 3.4298
F -2.2590 -5.3888 3.4049
H 2.4886 -0.2857 -4.6525
H -0.2706 -3.3571 -1.9128
*
```

- Strongest force on any atom: 0.032 Eh/bohr
- HOMO: -11.29 eV
- ΔE to the lowest compared entry with this formula, charge and spin: 0.022 eV
- Orbital gap: 5.9 eV
- LUMO level: -5.39 eV
- E: -127603.9638 eV

---

2.
2 unconnected molecules or ions with the total composition C26H17BF9N at a distorted geometry. Source: the OMol25 dataset; level of theory: ωB97M-V with the def2-TZVPD basis set.

```
! RIJCOSX wB97M-V def2-TZVPD def2/J DEFGRID3
* xyz 0 1
C -3.3513 0.1935 -2.6710
H 2.3711 4.4628 2.9524
C 0.0352 -0.8767 3.0063
F 2.8997 -0.5020 3.4344
C -0.5591 -2.1608 -6.2030
C 0.3692 4.2124 3.6223
H -3.5314 -0.5847 -5.9530
H -2.0859 2.5608 -3.1833
H -0.1198 -0.3284 -3.4029
H 5.0416 -1.0799 2.0933
H -0.0467 -2.8833 -6.8165
F 0.2781 5.4590 4.1332
C 4.2722 -0.9560 0.1104
C -1.0103 -3.0016 3.3026
H -3.8614 0.9099 -2.0621
C -0.5951 -0.7273 -4.2827
C -0.7091 3.3548 3.6752
F 0.7293 0.3546 4.9226
C 4.1803 -0.8762 1.4847
B 0.5280 0.1951 1.9546
C -2.5228 -0.8782 -5.7172
C 1.5332 3.7934 3.0143
F 5.4343 -1.3214 -0.4712
H -3.4274 -0.8462 -2.4385
C -0.6330 2.0931 3.1225
C -0.2728 -1.7622 5.1988
F -1.7154 1.2876 3.1289
H -1.8954 2.1890 -4.9034
H 3.2273 -0.7489 -1.7331
F -1.3059 -3.8720 5.4854
N -2.6145 0.5950 -3.7306
C -2.5224 2.0279 -4.0276
F 0.8908 -0.0180 -0.8295
H -3.5123 2.4373 -4.2272
H 1.0725 -1.9354 -4.8414
H -1.6217 3.6787 4.1408
F -0.6826 -2.1227 1.1279
H -0.2756 0.1876 1.0678
C 1.8895 -0.2494 1.3033
C -0.5554 -2.0043 2.4657
C -0.8717 -2.8868 4.6706
C 1.9697 -0.3144 -0.0745
C 3.1630 -0.6773 -0.6630
H -0.1551 -1.6694 6.2625
C 0.1811 -0.7517 4.3764
C 2.9893 -0.5350 2.0895
C 1.6266 2.5361 2.4532
C -1.9056 -0.3324 -4.5839
C 0.0680 -1.6299 -5.0866
H -1.4755 -3.8762 2.8860
C 0.5438 1.6750 2.5226
F 2.7467 2.2067 1.7763
C -1.8564 -1.7852 -6.5127
H -2.3488 -2.2163 -7.3699
*
```

- Strongest force on any atom: 0.090 Eh/bohr
- HOMO: -7.00 eV
- ΔE to the lowest compared entry with this formula, charge and spin: 1.048 eV
- Orbital gap: 3.8 eV
- LUMO level: -3.23 eV
- E: -53857.9475 eV

---

3.
2 unconnected molecules or ions with the total composition C26H17F5O4S2 at a distorted geometry. Source: the OMol25 dataset; level of theory: ωB97M-V with the def2-TZVPD basis set.

```
! RIJCOSX wB97M-V def2-TZVPD def2/J DEFGRID3
* xyz 0 1
C -3.9718 -0.0060 1.6847
C 0.0125 -1.5157 2.0603
C -1.2792 -0.9406 1.9686
C 1.9438 0.7345 10.9326
O 1.1219 -2.3434 6.8517
O 2.0952 -0.2495 5.8015
C -2.8994 0.8650 1.8600
H 0.9407 -2.1102 9.3358
C -1.5839 0.4517 2.0160
C 2.4103 -1.8662 1.9559
F 4.7399 -2.3091 1.8830
H -5.5281 -0.0397 4.2479
C 2.9437 0.8403 1.7601
H -2.6877 2.1232 7.7154
C 3.7070 -1.3978 1.8837
C -3.3110 1.6682 6.9468
C -3.1328 0.3224 6.6208
C 1.9768 1.0316 8.5266
C 1.5044 -0.2713 8.3657
S -1.7953 -0.6055 7.3609
C -0.4858 -0.3863 6.1456
F 3.2177 2.1902 1.6984
C -2.3816 -1.8508 1.8505
C 4.0239 -0.0390 1.8030
C 1.3055 -0.9492 1.9321
C 1.2811 -1.0860 9.4787
H 2.5165 2.5686 9.9314
H 2.1078 1.1305 11.9365
O -2.1742 -1.9988 7.4051
H -2.1805 -2.9220 1.8487
H -0.8129 1.1900 2.2028
C -4.9057 0.4497 4.9982
O -1.4602 0.1257 8.5723
H 2.2012 -2.9331 2.0322
F -0.4968 0.8382 5.6039
C 1.4953 -0.5780 10.7613
F -4.7149 -2.2659 1.7275
H -3.7473 -1.3394 5.4080
C -4.2855 2.4093 6.2748
H 0.8316 1.1786 1.6778
H -5.8379 2.3812 4.7683
C -3.6687 -1.3685 1.7382
H -4.4181 3.4644 6.5208
H 2.1731 1.6382 7.6439
C 1.6140 0.4370 1.7828
H -4.9909 0.3493 1.5641
S 1.1745 -0.9057 6.7072
H 0.0126 -2.6090 2.0942
C -5.0802 1.8021 5.2993
F -3.1741 2.2149 1.9177
C -3.9203 -0.2907 5.6471
H 5.0528 0.3068 1.7695
H 1.3048 -1.2177 11.6240
C 2.1769 1.5389 9.8134
*
```

- Strongest force on any atom: 0.036 Eh/bohr
- HOMO: -6.97 eV
- Orbital gap: 3.1 eV
- LUMO level: -3.82 eV
- E: -70679.3707 eV

---

Which formula does entry 1 have?
C26H14F5N4O6PtSe

---

Number 1 is which compound?
C26H14F5N4O6PtSe

---

Which of these has the lowest HOMO?
C26H14F5N4O6PtSe